126
Properties=species:S:1:pos:R:3 method="wB97M-V/def2-TZVPD" orbital_gap_ev=4.5 de_lowest_kcal_mol=8.1 e_tot_ev=-82480.09847 multiplicity=1 total_charge=-1
Cs -0.329 -0.311 -0.894
C -4.999 1.573 -1.335
C -3.697 1.273 -0.895
N -2.629 1.401 -1.644
C -2.765 1.812 -2.926
C -4.047 2.087 -3.487
C -5.165 1.976 -2.629
C -4.177 2.446 -4.844
C -3.044 2.532 -5.620
C -1.775 2.305 -5.092
C -1.567 1.968 -3.740
N -0.371 1.678 -3.208
C 0.798 2.153 -3.692
C 0.973 3.425 -4.249
C 2.218 3.892 -4.679
C 3.346 3.117 -4.584
C 3.242 1.828 -4.018
C 4.352 0.959 -3.906
C 4.190 -0.303 -3.410
C 2.910 -0.687 -2.965
N 1.866 0.102 -3.021
C 1.989 1.337 -3.561
H -5.834 1.476 -0.652
H -3.544 0.925 0.121
H -6.147 2.219 -3.022
H -5.162 2.636 -5.254
H -3.135 2.790 -6.670
H -0.909 2.370 -5.737
H 0.110 4.074 -4.327
H 2.290 4.889 -5.101
H 4.308 3.471 -4.935
H 5.325 1.314 -4.230
H 5.015 -1.000 -3.356
H 2.739 -1.674 -2.539
C -4.858 0.587 5.311
N -4.013 1.309 4.387
C -2.931 0.913 3.697
N -2.477 1.914 2.975
C -3.338 2.921 3.262
N -4.283 2.604 4.116
C -5.886 -0.304 4.649
C -7.181 0.153 4.440
C -8.125 -0.679 3.855
C -7.795 -1.966 3.479
C -6.494 -2.433 3.672
C -5.543 -1.593 4.254
C -6.131 -3.776 3.241
N -6.877 -4.691 2.718
N -6.064 -5.758 2.427
C -4.868 -5.433 2.793
O -4.843 -4.184 3.334
C -3.617 -6.173 2.688
C -3.591 -7.540 2.435
C -2.374 -8.194 2.403
C -1.190 -7.505 2.615
C -1.202 -6.132 2.838
C 0.100 -5.379 3.024
N -0.130 -4.046 3.511
C -0.483 -2.984 2.768
N -0.745 -1.958 3.563
C -0.505 -2.468 4.802
N -0.124 -3.729 4.820
C -2.422 -5.475 2.871
H -5.354 1.354 5.902
H -4.222 -0.010 5.966
H -2.490 -0.075 3.743
H -3.263 3.902 2.823
H -7.451 1.159 4.737
H -9.131 -0.315 3.691
H -8.521 -2.629 3.027
H -4.533 -1.959 4.399
H -4.523 -8.070 2.291
H -2.344 -9.260 2.216
H -0.247 -8.039 2.597
H 0.624 -5.291 2.069
H 0.721 -5.912 3.743
H -0.469 -3.001 1.663
H -0.602 -1.888 5.706
H -2.473 -4.411 3.045
N 2.572 -0.878 1.798
C 3.377 0.190 1.201
C 3.339 1.456 2.074
C 2.154 2.364 1.732
N 0.944 1.565 1.622
H 3.069 -1.315 2.564
H 2.328 -1.601 1.120
H 2.948 0.424 0.224
H 4.423 -0.106 1.039
H 4.260 2.033 1.954
H 3.274 1.148 3.123
H 2.336 2.831 0.760
H 2.097 3.172 2.477
H 0.131 2.151 1.481
H 0.778 1.017 2.458
C -3.615 -3.204 -3.649
N -4.116 -2.861 -2.327
C -5.542 -2.630 -2.188
C -3.372 -3.112 -1.262
N -2.712 -3.258 -0.323
H -3.838 -2.391 -4.341
H -4.081 -4.122 -4.022
H -2.537 -3.343 -3.608
H -5.851 -1.879 -2.916
H -5.756 -2.256 -1.191
H -6.118 -3.547 -2.347
C 1.885 -7.132 -1.044
C 0.975 -5.930 -1.249
C -0.483 -6.377 -1.187
O 1.194 -4.980 -0.168
B 1.137 -3.657 -0.671
O 1.091 -3.746 -2.076
C 1.276 -5.097 -2.521
C 2.723 -5.220 -3.002
C 0.348 -5.379 -3.694
H 1.611 -7.634 -0.115
H 2.928 -6.827 -0.972
H 1.778 -7.844 -1.868
H -0.652 -6.913 -0.263
H -0.739 -7.042 -2.016
H -1.146 -5.511 -1.190
H 3.417 -4.987 -2.194
H 2.877 -4.490 -3.798
H 2.940 -6.217 -3.392
H -0.689 -5.167 -3.438
H 0.436 -6.424 -4.003
H 0.630 -4.743 -4.535